Record 1
The following is a quantum chemistry calculation of C20H27N2O2PPbS2 as an isolated structure at a distorted geometry, from the Open Molecules 2025 dataset.

Atoms and positions in Å:
C 0.782 2.241 -4.122
C 1.732 2.039 -3.122
C 1.414 1.265 -1.988
C 0.149 0.714 -1.870
C -0.853 1.076 -2.773
C -0.517 1.763 -3.947
C 2.449 1.129 -0.908
C 2.704 2.533 -0.317
N 1.476 2.996 0.271
Pb -0.364 -1.443 -1.121
C -2.277 0.637 -2.504
P -2.632 0.696 -0.670
H 2.728 2.481 -3.215
H -1.280 1.883 -4.720
H 1.044 2.775 -5.034
H -2.436 -0.406 -2.831
H -3.015 1.274 -3.015
H 2.098 0.455 -0.106
H 3.413 0.727 -1.292
H 3.510 2.489 0.448
C -4.428 0.329 -0.716
C -2.755 2.532 -0.640
H 2.974 3.229 -1.134
C 0.833 4.139 -0.290
C 1.147 2.588 1.602
H -1.284 -0.563 0.475
H 1.257 5.081 0.093
H 0.973 4.120 -1.378
H -0.236 4.120 -0.047
H 1.737 3.145 2.356
H 0.082 2.782 1.797
H 1.363 1.514 1.734
H -3.571 2.859 -1.304
H -2.957 2.871 0.383
H -1.819 2.985 -0.983
H -4.944 0.980 -1.435
H -4.588 -0.725 -0.975
H -4.836 0.505 0.287
H -0.731 -1.165 1.429
O -2.311 -3.240 2.464
S -1.090 -2.869 3.141
O -1.125 -2.175 4.404
N -0.191 -1.928 1.989
C 0.978 -2.464 1.596
S 1.866 -1.878 0.287
C 1.254 -3.720 2.238
C 2.261 -4.646 1.904
C 2.186 -5.939 2.407
C 1.129 -6.313 3.252
C 0.135 -5.386 3.596
C 0.195 -4.102 3.068
H 3.057 -4.346 1.222
H 2.936 -6.682 2.125
H 1.074 -7.333 3.637
H -0.695 -5.632 4.251

Properties
Charge   +2
HOMO level (alpha / beta)   -14.4 / -14.0 eV
Kohn-Sham gap (alpha / beta)   6.26 / 5.27 eV

---

Record 2
The following is a quantum chemistry calculation of an isolated ion of composition C20H27N2O4 and charge +1 at a distorted geometry, from the Open Molecules 2025 dataset.

Atoms and positions in Å:
C -3.541 -5.331 -0.012
O -2.269 -4.856 -0.483
C -1.794 -3.631 -0.128
C -0.658 -3.147 -0.817
C -0.275 -1.813 -0.733
C -0.956 -0.859 0.044
C -0.583 0.639 -0.057
N 0.727 1.277 0.347
N 1.898 0.449 0.442
C 2.782 0.456 -0.609
O 2.649 1.249 -1.543
O 3.769 -0.449 -0.454
C 5.092 -0.184 -1.273
C 5.552 1.234 -1.065
C 4.813 -0.489 -2.716
C 6.146 -1.183 -0.694
C -1.630 1.504 0.552
C -1.284 2.700 1.198
C -2.228 3.578 1.692
C -3.611 3.295 1.545
O -4.482 4.115 2.188
C -5.880 3.793 2.160
C -3.978 2.129 0.820
C -2.993 1.253 0.373
C -2.022 -1.394 0.829
C -2.434 -2.738 0.763
H -3.570 -6.334 -0.426
H -3.614 -5.380 1.076
H -4.388 -4.748 -0.385
H -0.151 -3.818 -1.496
H 0.615 -1.495 -1.280
H -0.288 0.795 -1.148
H 0.643 1.873 1.233
H 1.047 2.042 -0.387
H 1.623 -0.421 0.885
H 5.713 1.440 -0.013
H 6.470 1.503 -1.571
H 4.809 1.925 -1.426
H 4.434 -1.493 -2.822
H 4.069 0.196 -3.075
H 5.677 -0.420 -3.372
H 5.767 -2.229 -0.714
H 7.112 -1.161 -1.262
H 6.379 -0.923 0.367
H -0.239 3.010 1.338
H -1.899 4.459 2.233
H -6.317 4.652 2.651
H -6.275 3.700 1.148
H -6.104 2.882 2.717
H -5.043 1.878 0.662
H -3.342 0.358 -0.147
H -2.612 -0.786 1.532
H -3.325 -3.105 1.308

Properties
SMILES   COc1ccc(C([NH2+]NC(=O)OC(C)(C)C)c2ccc(OC)cc2)cc1
Charge   +1
HOMO level   -11.5 eV
Kohn-Sham gap   8.89 eV
Energy relative to the best compared isomer or geometry (same formula, charge and spin)   0.00 kcal per mole

---

Record 3
The following is a quantum chemistry calculation of C20H27N2O4PPt as an isolated structure at a distorted geometry, from the Open Molecules 2025 dataset.

Atoms and positions in Å:
C -2.089 -4.016 -1.915
C -0.716 -3.862 -1.979
C -0.102 -2.686 -1.497
C -0.901 -1.700 -0.955
C -2.294 -1.825 -0.924
C -2.880 -3.007 -1.362
C 1.385 -2.557 -1.587
C 1.912 -1.150 -1.893
N 1.827 -0.706 -3.199
Pt -0.014 0.054 -0.184
C -3.128 -0.653 -0.469
P -2.073 0.831 -0.692
H -0.073 -4.628 -2.410
H -3.965 -3.110 -1.292
H -2.556 -4.928 -2.299
H -3.395 -0.725 0.601
H -4.054 -0.539 -1.055
H 1.840 -2.855 -0.625
H 1.770 -3.245 -2.355
H 1.379 -0.366 -1.216
C -2.717 2.241 0.203
C -2.183 1.136 -2.472
H 2.969 -1.076 -1.593
C 0.697 -0.872 -4.063
C 2.845 0.189 -3.697
H 0.457 1.580 0.265
H 1.050 -0.846 -5.113
H 0.161 -1.808 -3.893
H -0.012 -0.030 -3.949
H 2.897 0.132 -4.797
H 2.618 1.237 -3.430
H 3.828 -0.062 -3.279
H -3.202 1.458 -2.720
H -1.464 1.920 -2.734
H -1.944 0.227 -3.037
H -3.776 2.393 -0.050
H -2.607 2.077 1.284
H -2.138 3.126 -0.093
H 0.623 1.337 -0.978
O -0.320 -2.210 2.905
C -0.413 -0.998 2.628
O -1.052 -0.484 1.581
C 0.221 0.034 3.536
C -0.106 1.407 3.449
C 0.556 2.349 4.231
C 1.527 1.926 5.159
C 1.841 0.549 5.278
C 1.179 -0.379 4.482
N 2.155 2.884 5.995
O 1.839 4.090 5.862
O 2.997 2.500 6.838
H -0.876 1.747 2.753
H 0.335 3.408 4.144
H 2.600 0.241 5.996
H 1.400 -1.437 4.582

Properties
Multiplicity   3
Charge   0
⟨S²⟩   2.009
HOMO level (alpha / beta)   -6.2 / -8.4 eV
Kohn-Sham gap (alpha / beta)   5.38 / 6.15 eV

---

no.,total energy (eV)
1,-64440.179
2,-32339.614
3,-44876.852